Entry 1:
{"formula": "C51H117N5O21", "method": "wB97M-V/def2-TZVPD", "species": ["C", "C", "N", "C", "C", "C", "C", "H", "H", "H", "H", "H", "H", "H", "H", "H", "H", "H", "H", "H", "H", "H", "C", "C", "N", "C", "C", "C", "C", "H", "H", "H", "H", "H", "H", "H", "H", "H", "H", "H", "H", "H", "H", "H", "C", "C", "N", "C", "C", "C", "C", "H", "H", "H", "H", "H", "H", "H", "H", "H", "H", "H", "H", "H", "H", "H", "C", "C", "N", "C", "C", "C", "C", "H", "H", "H", "H", "H", "H", "H", "H", "H", "H", "H", "H", "H", "H", "H", "C", "C", "N", "C", "C", "C", "C", "H", "H", "H", "H", "H", "H", "H", "H", "H", "H", "H", "H", "H", "H", "H", "C", "O", "C", "O", "O", "C", "H", "H", "H", "H", "H", "H", "C", "O", "C", "O", "O", "C", "H", "H", "H", "H", "H", "H", "C", "O", "C", "O", "O", "C", "H", "H", "H", "H", "H", "H", "C", "O", "C", "O", "O", "C", "H", "H", "H", "H", "H", "H", "C", "O", "C", "O", "O", "C", "H", "H", "H", "H", "H", "H", "C", "O", "C", "O", "O", "C", "H", "H", "H", "H", "H", "H", "C", "O", "C", "O", "O", "C", "H", "H", "H", "H", "H", "H"], "xyz": [[4.1466, 1.0689, 5.0629], [4.9121, 2.0197, 4.1106], [4.3991, 2.0262, 2.7581], [3.0901, 2.5517, 2.6120], [2.8816, 3.0270, 1.1501], [4.5352, 0.7570, 2.0588], [5.9768, 0.1159, 1.9309], [4.5239, 1.0192, 6.0843], [4.1543, 0.0635, 4.6419], [3.1062, 1.3939, 5.0621], [5.0060, 3.0743, 4.3696], [5.9440, 1.6701, 4.1412], [2.3616, 1.8065, 2.9314], [3.0000, 3.3545, 3.3437], [3.6588, 3.6356, 0.6878], [2.5912, 2.2190, 0.4785], [2.0553, 3.7375, 1.1281], [4.1974, 0.9851, 1.0478], [3.8579, -0.0678, 2.2804], [6.2222, -0.4729, 2.8147], [6.7143, 0.8777, 1.6781], [6.1011, -0.6030, 1.1210], [-3.6139, -5.9675, 3.9975], [-3.9206, -4.6529, 3.1829], [-4.1966, -3.4796, 3.9073], [-4.8075, -2.3815, 3.1571], [-4.0402, -1.9893, 1.8803], [-2.9630, -3.0645, 4.6345], [-3.2858, -2.2138, 5.8471], [-3.4703, -6.7594, 3.2625], [-4.3293, -6.3571, 4.7218], [-2.6896, -5.9752, 4.5752], [-3.1182, -4.4935, 2.4625], [-4.8300, -4.7762, 2.5948], [-5.0118, -1.5101, 3.7791], [-5.7907, -2.7756, 2.8999], [-3.1097, -1.4697, 2.1093], [-4.6193, -1.3142, 1.2502], [-3.7686, -2.8313, 1.2435], [-2.4940, -3.9679, 5.0245], [-2.1898, -2.6903, 3.9635], [-2.3875, -1.9825, 6.4195], [-3.7689, -1.2850, 5.5436], [-3.8669, -2.7941, 6.5639], [2.4106, -5.6957, 0.0391], [0.9859, -5.1176, 0.1397], [0.0529, -5.6721, -0.8450], [-0.3291, -7.0505, -0.5093], [-1.2974, -7.6761, -1.5541], [-1.0574, -4.7753, -1.2081], [-2.0047, -4.5419, -0.0687], [2.7414, -5.4301, -0.9650], [2.4046, -6.7732, 0.2039], [3.1592, -5.2409, 0.6879], [0.6372, -5.2059, 1.1686], [1.0959, -4.0564, -0.0834], [0.5462, -7.6984, -0.5550], [-0.7241, -7.1007, 0.5054], [-0.8651, -7.5989, -2.5518], [-1.4093, -8.7472, -1.3858], [-2.3148, -7.2855, -1.5353], [-1.5799, -5.1699, -2.0796], [-0.5699, -3.8622, -1.5499], [-2.7926, -3.8532, -0.3735], [-1.4756, -4.1678, 0.8078], [-2.4490, -5.5002, 0.2005], [4.4360, 5.0334, -7.1793], [3.8783, 4.7984, -5.7748], [4.0461, 3.4279, -5.3159], [5.4430, 2.9990, -5.0962], [6.1861, 4.0074, -4.1520], [3.1721, 2.4348, -5.9734], [3.2778, 0.9728, -5.3702], [4.2370, 6.0376, -7.5536], [4.0241, 4.2424, -7.8060], [5.5140, 4.8828, -7.1211], [4.3369, 5.5364, -5.1167], [2.8356, 5.1133, -5.7334], [5.4379, 2.0049, -4.6492], [6.0068, 2.8980, -6.0235], [6.3609, 4.8994, -4.7536], [5.5475, 4.3147, -3.3238], [7.0927, 3.5826, -3.7212], [3.4645, 2.3556, -7.0204], [2.1268, 2.7116, -6.1101], [3.4823, 0.9032, -4.3018], [4.0933, 0.5186, -5.9331], [2.4439, 0.3181, -5.6232], [-0.2075, 0.8286, 5.6656], [-1.4359, 0.4890, 4.7705], [-1.5036, 1.4693, 3.6835], [-0.6518, 1.0859, 2.6331], [-0.5679, 2.0934, 1.4729], [-2.9229, 1.4204, 3.1918], [-3.8658, 2.2204, 4.0870], [-0.4192, 0.5508, 6.6981], [-0.0135, 1.9011, 5.6802], [0.7019, 0.3740, 5.2726], [-1.4204, -0.5593, 4.4725], [-2.3101, 0.6925, 5.3891], [0.3119, 0.8475, 3.0831], [-0.9594, 0.1201, 2.2323], [-1.3264, 1.7916, 0.7506], [-0.7911, 3.1103, 1.7957], [0.4052, 2.0801, 0.9819], [-3.3243, 0.4072, 3.1740], [-3.0416, 1.8491, 2.1967], [-3.8291, 3.2722, 3.8033], [-3.6872, 2.1812, 5.1616], [-4.8811, 1.8832, 3.8786], [0.0855, -3.7328, -4.4443], [0.1047, -2.3262, -4.8670], [-0.8973, -1.4810, -4.7709], [-0.7618, -0.2839, -4.8903], [-2.1131, -2.1128, -4.5943], [-3.3587, -1.4345, -4.6019], [-0.9230, -4.1257, -4.3155], [0.6285, -4.0377, -3.5497], [0.6690, -4.2263, -5.2216], [-3.2612, -0.4316, -4.1863], [-4.0945, -2.0256, -4.0567], [-3.6892, -1.3563, -5.6376], [-6.9140, -3.4752, -0.7950], [-7.2504, -2.3129, -1.5885], [-6.4006, -1.3369, -1.7331], [-5.2415, -1.2766, -1.2284], [-6.9370, -0.4390, -2.5635], [-6.4212, 0.8413, -2.7783], [-7.7477, -4.1771, -0.8087], [-6.8032, -3.2780, 0.2713], [-5.9492, -3.8919, -1.0843], [-6.8586, 1.1416, -3.7305], [-5.3422, 0.6883, -2.7992], [-6.6936, 1.4551, -1.9198], [2.0955, 4.9045, -2.6442], [1.2554, 4.6293, -1.5167], [-0.0248, 5.1003, -1.5214], [-0.5692, 5.6749, -2.4286], [-0.5220, 4.8805, -0.2340], [-1.8710, 5.2866, 0.0072], [3.1172, 4.9037, -2.2645], [1.9801, 5.8625, -3.1511], [1.9077, 4.0711, -3.3211], [-2.2404, 6.1266, -0.5810], [-1.9098, 5.6790, 1.0234], [-2.5964, 4.4743, 0.0525], [-2.7946, 3.0718, -3.3846], [-3.2944, 2.3835, -2.2246], [-4.2547, 2.8768, -1.3599], [-4.5697, 2.3320, -0.2763], [-4.6915, 4.0791, -1.7936], [-5.5552, 4.8064, -0.9577], [-2.4148, 3.9970, -2.9513], [-3.5498, 3.3576, -4.1169], [-2.0015, 2.5398, -3.9101], [-5.1349, 4.9395, 0.0392], [-6.5656, 4.3986, -0.9255], [-5.5874, 5.8118, -1.3774], [0.9162, 1.6747, -2.5279], [1.2672, 0.4376, -1.8203], [0.4083, -0.3713, -1.1965], [0.7955, -1.3631, -0.5856], [-0.8655, 0.0721, -1.2421], [-1.9022, -0.7753, -0.6988], [1.8403, 2.2429, -2.4217], [0.1242, 2.2033, -1.9974], [0.6770, 1.3550, -3.5421], [-1.6978, -0.9128, 0.3631], [-1.8419, -1.7843, -1.1067], [-2.9273, -0.4603, -0.8934], [6.5794, 4.7810, -0.2588], [7.5450, 3.7423, -0.6089], [7.1480, 2.4643, -0.9100], [8.0183, 1.5775, -0.9962], [5.8199, 2.3706, -1.2400], [5.3718, 1.1339, -1.8497], [6.0413, 5.1450, -1.1340], [6.9200, 5.6240, 0.3424], [5.8404, 4.3823, 0.4363], [5.3814, 0.3883, -1.0546], [5.9774, 0.8336, -2.7048], [4.3133, 1.2868, -2.0599], [0.8620, -2.0106, 2.4398], [0.8011, -1.8370, 3.8626], [0.3643, -2.8734, 4.5992], [0.0299, -3.9690, 4.2447], [0.6295, -2.5643, 5.8663], [0.2771, -3.4406, 6.9558], [1.4650, -2.8900, 2.2138], [1.3801, -1.1522, 2.0121], [-0.1294, -2.1368, 2.0046], [-0.0376, -2.9285, 7.8651], [1.0923, -4.1098, 7.2310], [-0.5541, -4.0977, 6.7000]], "forces_ev_per_angstrom": [[-0.4, 0.8, -0.5], [0.5, -0.6, 0.5], [2.0, -1.6, 0.1], [0.1, 0.7, -0.7], [-1.3, 0.6, 0.5], [1.2, -0.6, -2.0], [-0.8, 0.7, 0.2], [0.1, 0.2, -0.1], [0.1, 0.0, 0.0], [-0.2, -0.2, 0.4], [-0.5, 0.0, 0.7], [0.2, 0.0, -0.5], [-0.6, -0.1, -0.3], [-0.1, 0.4, -0.2], [0.6, -0.5, 0.4], [0.2, 0.0, 0.0], [-0.4, -0.2, 0.1], [0.3, 0.0, -0.3], [-0.5, 0.0, 1.0], [0.3, 0.4, 0.2], [0.1, 0.1, 0.5], [-0.7, 0.0, -0.2], [0.2, 0.2, -0.5], [-0.7, -1.5, -0.3], [1.4, 1.7, 2.6], [0.1, -1.0, -0.9], [-0.1, 0.4, 0.0], [-0.8, -0.9, 0.4], [0.4, 0.1, 0.0], [-0.1, -0.1, -0.1], [-0.6, 0.6, -0.3], [0.3, 0.5, -0.3], [0.4, -0.3, -0.1], [-0.1, -0.7, -0.3], [0.3, -0.1, 0.2], [-0.2, 0.1, -0.3], [0.1, 0.0, 0.2], [-0.1, 0.1, 0.1], [-0.2, -0.1, 0.2], [-0.1, -0.1, -0.1], [-0.1, 0.6, -0.2], [0.3, 0.3, -0.2], [-0.1, 0.0, 0.4], [-0.5, 0.1, -0.3], [-0.5, 0.1, -0.7], [0.6, 0.4, -0.2], [0.4, -0.6, -0.3], [-0.5, 0.0, -1.2], [0.3, -0.1, 0.6], [1.1, -0.3, 0.1], [-0.3, 0.0, 0.0], [0.2, -0.5, -0.2], [0.2, 0.0, -0.2], [-0.4, 0.1, 0.4], [-0.3, -0.1, 0.3], [-0.3, 0.2, 0.1], [0.2, 0.2, 0.2], [-0.3, -0.2, 0.3], [-0.1, 0.3, -0.1], [0.1, -0.1, 0.3], [0.1, 0.3, -0.1], [0.0, -0.2, 0.0], [-0.1, 0.3, 0.1], [-0.1, 0.0, 0.2], [-0.1, 0.2, 0.0], [-0.2, 0.0, 0.2], [0.1, -0.5, 0.5], [0.0, 0.5, -0.4], [-0.6, -0.3, 1.0], [-0.3, 0.6, 0.9], [-0.9, -0.5, -0.8], [0.6, -1.0, 0.0], [0.5, 0.7, -1.1], [-0.1, -0.2, -0.1], [0.0, 0.4, -0.5], [0.1, 0.1, -0.3], [0.3, -0.4, 0.4], [-0.4, -0.5, -0.1], [-0.1, 0.1, 0.0], [0.2, 0.1, -0.3], [0.6, 0.1, 0.3], [-0.2, -0.2, 0.0], [0.1, 0.1, -0.3], [0.3, -0.4, -0.4], [-0.1, 0.7, 0.9], [-0.1, 0.3, -0.1], [0.4, -0.2, 0.5], [-0.4, 0.4, 0.1], [-0.3, -0.2, -0.4], [1.0, 1.9, 1.5], [-2.8, -0.5, 0.1], [1.5, -0.2, -1.0], [-0.3, -0.6, 0.3], [0.1, 0.8, 1.0], [-0.2, 0.5, -0.4], [0.3, -0.4, 0.0], [-0.3, 0.1, -0.2], [0.0, -0.3, 0.4], [-0.1, -0.1, -0.4], [-0.1, -0.4, 0.0], [0.4, 0.4, -0.1], [-0.2, -0.5, -0.4], [0.0, 0.3, -0.3], [0.1, 0.0, 0.1], [-0.1, 0.0, 0.0], [0.4, -0.4, -0.2], [0.4, -0.2, -0.1], [0.1, 0.1, 0.1], [0.1, -0.3, -0.1], [-0.2, 0.0, 0.2], [-0.1, -0.3, -0.8], [0.7, -0.8, 1.0], [-2.0, 0.6, 0.1], [-0.1, -0.8, 0.1], [1.6, -0.6, 0.3], [0.2, 0.7, -0.5], [0.1, 0.2, -0.5], [0.1, 1.3, 0.5], [-0.6, -0.1, -0.3], [0.0, 0.0, 0.1], [0.3, 0.0, 0.2], [-0.1, 0.1, 0.0], [0.5, 0.2, 0.7], [-0.9, -1.2, 0.4], [4.1, 1.1, 1.0], [-3.5, -0.1, -1.5], [-1.5, -2.0, 0.4], [1.0, -0.4, 0.5], [0.1, 0.1, -0.8], [0.0, 0.8, 0.0], [-0.3, -0.1, -0.4], [0.3, 0.4, 0.2], [0.2, 0.8, -0.3], [0.0, 0.4, -0.3], [0.1, -0.5, -0.2], [-1.4, 1.0, 0.7], [0.7, 0.2, 1.3], [0.1, -0.6, 0.6], [0.2, 0.2, -2.2], [-0.5, 0.7, 1.1], [-0.1, -0.4, 0.0], [-0.7, 0.0, 0.3], [0.5, 0.4, -0.4], [0.3, -0.3, -0.6], [0.4, -0.1, 0.2], [0.3, -0.4, -0.6], [-0.3, 1.8, 0.7], [-1.5, -1.2, 1.3], [0.9, -0.7, 1.6], [1.0, 1.6, -3.9], [0.5, -1.2, -0.4], [-0.3, 1.1, 0.5], [0.4, 0.2, -0.6], [-0.3, -0.3, 0.2], [-0.2, -0.5, 0.7], [-0.1, -0.5, 0.1], [0.2, -0.2, 0.1], [-0.1, -0.1, -0.2], [0.2, -1.2, 0.9], [-0.1, -0.2, 0.3], [-0.1, -0.5, 1.1], [-0.7, 1.3, -1.1], [-0.1, 0.0, -0.7], [0.7, -1.2, 0.5], [-0.2, 0.0, -0.4], [-0.1, -0.2, -0.2], [-0.1, 0.5, 0.0], [-0.3, 0.3, 0.1], [0.3, 0.0, -0.3], [0.5, 0.9, -0.1], [-1.3, -1.0, 0.3], [-0.7, 0.0, 0.5], [1.8, -1.0, -1.0], [-3.1, 2.3, 0.3], [1.5, 0.4, 0.1], [-0.1, 0.0, 1.3], [0.3, -0.1, -0.1], [1.3, -0.2, -0.6], [-0.2, -0.5, -0.2], [0.3, -0.3, -0.3], [-0.1, 0.2, 0.1], [0.2, 0.2, -0.4], [0.3, -0.6, -0.1], [-0.6, -0.1, 0.1], [1.8, -0.6, 0.4], [-0.6, 0.1, -0.8], [-0.4, 0.9, 1.6], [-0.5, -1.0, -0.5], [-0.1, -0.1, 0.0], [-0.3, 0.1, 0.3], [0.0, 0.1, 0.0], [0.3, 0.8, -0.5], [0.3, 0.2, -0.3], [0.0, 0.1, -0.4]], "orbital_gap_ev": 8.421, "energy_ha": -3867.04784}

***

Entry 2:
{"formula": "C8H22N2O2Rb", "method": "wB97M-V/def2-TZVPD", "species": ["Rb", "C", "C", "C", "O", "C", "N", "H", "H", "H", "H", "H", "H", "H", "H", "H", "H", "H", "C", "C", "C", "O", "C", "N", "H", "H", "H", "H", "H", "H", "H", "H", "H", "H", "H"], "xyz": [[-1.0432, -0.2024, 1.6613], [3.2123, 3.1553, 2.3447], [2.4516, 2.4151, 1.2667], [2.9336, 0.9904, 1.1760], [2.3291, 0.3611, 0.0669], [2.9085, -0.8711, -0.2901], [1.0160, 2.3465, 1.5871], [4.2488, 3.3039, 2.0389], [3.1827, 2.6237, 3.2934], [2.8156, 4.1659, 2.4703], [2.5817, 2.8674, 0.2791], [2.6692, 0.4812, 2.1183], [4.0285, 0.9595, 1.1094], [2.9124, -0.9756, -1.3743], [2.3683, -1.7212, 0.1494], [3.9492, -0.9514, 0.0403], [0.6023, 3.2249, 1.8811], [0.5053, 2.1204, 0.7391], [-4.0069, -0.4867, -2.3058], [-3.0432, -0.5839, -1.1160], [-2.1072, -1.7710, -1.2918], [-2.1687, -2.5534, -0.0894], [-1.4324, -3.7661, -0.2180], [-2.3430, 0.7128, -0.8494], [-4.7709, -1.2656, -2.2470], [-3.4949, -0.6272, -3.2586], [-4.5309, 0.4696, -2.3102], [-3.6330, -0.7558, -0.2137], [-1.0669, -1.4331, -1.4058], [-2.3919, -2.3743, -2.1538], [-1.1136, -4.0804, 0.7748], [-0.5519, -3.6332, -0.8511], [-2.0652, -4.5513, -0.6367], [-3.1186, 1.3572, -0.7247], [-1.8327, 1.0487, -1.6605]], "forces_ev_per_angstrom": [[0.2, 0.0, 0.0], [0.1, 0.5, -0.3], [-0.4, -0.2, 0.0], [0.4, -0.2, 0.4], [-0.2, 0.1, -0.1], [0.3, -0.5, 0.0], [-0.9, -0.2, -0.1], [0.0, -0.2, 0.1], [0.0, 0.0, 0.1], [-0.1, -0.1, 0.2], [0.2, 0.2, 0.1], [0.0, 0.0, -0.1], [0.0, 0.0, -0.3], [-0.2, 0.1, 0.0], [0.0, 0.1, 0.0], [-0.1, 0.1, 0.0], [0.5, 0.2, 0.1], [0.2, 0.0, -0.2], [-0.2, -0.2, 0.2], [-0.3, 0.6, -0.7], [0.2, 0.1, 0.9], [0.4, 0.2, -0.2], [-0.1, -0.1, 0.1], [-0.3, -0.6, 0.2], [0.1, 0.0, 0.0], [0.1, 0.2, 0.0], [0.0, 0.0, -0.1], [0.0, -0.2, 0.0], [-0.1, 0.0, -0.3], [0.0, -0.1, 0.0], [0.0, 0.0, 0.0], [0.0, 0.0, 0.0], [0.0, 0.0, -0.1], [0.3, 0.3, 0.0], [-0.1, -0.2, -0.1]], "charge": 1, "orbital_gap_ev": 9.786, "energy_ha": -601.87886}

***

Max |F| list, top to bottom, in eV/Å: 4.4, 0.9
HOMO level list, top to bottom, in eV: -8.0, -12.7